[1]
{"formula": "C41H51BN4O5", "method": "ωB97M-V with the def2-TZVPD basis set", "species": ["C", "C", "C", "C", "C", "C", "C", "C", "C", "O", "C", "C", "C", "C", "B", "O", "O", "C", "O", "N", "C", "C", "N", "N", "N", "C", "O", "H", "H", "H", "H", "H", "H", "H", "H", "H", "H", "H", "H", "H", "H", "H", "H", "H", "H", "H", "H", "H", "H", "H", "H", "H", "H", "H", "C", "C", "C", "C", "C", "C", "H", "H", "H", "H", "H", "H", "C", "C", "C", "C", "C", "C", "H", "H", "H", "H", "H", "H", "C", "C", "C", "C", "C", "C", "H", "H", "H", "H", "H", "H", "C", "C", "C", "C", "C", "C", "H", "H", "H", "H", "H", "H"], "positions_angstrom": [[3.99051, -4.49145, -0.61588], [5.04678, -3.44758, -0.21418], [4.55978, -1.98387, -0.21266], [3.63468, -1.62043, -1.37005], [3.26063, -0.10791, -1.43237], [1.76574, 0.13985, -1.38574], [1.05582, -0.07688, -2.59154], [1.76882, -0.52813, -3.85217], [0.88238, -1.22820, -4.87800], [0.15188, -0.32709, -5.70838], [-0.31655, 0.12962, -2.64829], [-0.96501, 0.50013, -1.49302], [-0.29284, 0.70430, -0.30086], [1.09813, 0.54941, -0.20448], [1.85566, 0.81970, 1.16177], [1.40783, 1.73286, 2.08328], [3.01487, 0.14311, 1.50519], [-1.36392, 1.07818, 0.70060], [-1.28670, 1.68464, 1.72962], [-2.61688, 0.69820, 0.12203], [-3.48826, -0.23782, 0.84103], [-3.91067, -1.48700, 0.06506], [-4.92190, -1.22797, -0.98126], [-2.73606, -2.20481, -0.44037], [-4.58540, -2.31786, 1.06742], [-2.41853, 0.71755, -1.27509], [-3.25849, 0.94860, -2.10714], [4.07054, -5.36716, 0.03003], [4.14081, -4.83058, -1.64133], [2.97448, -4.11641, -0.49970], [5.33843, -3.66524, 0.81657], [5.95452, -3.54184, -0.81271], [5.42390, -1.31361, -0.26371], [4.05195, -1.79639, 0.73208], [4.12117, -1.90021, -2.31094], [2.70329, -2.18850, -1.33233], [3.78283, 0.44688, -0.66042], [3.60223, 0.26872, -2.39839], [2.59260, -1.20044, -3.61550], [2.19900, 0.35880, -4.33529], [0.12181, -1.83652, -4.38573], [1.48245, -1.88929, -5.51058], [0.75812, 0.34277, -6.03843], [-0.87428, 0.00465, -3.56810], [1.01155, 2.49919, 1.65523], [3.68499, 0.82273, 1.64844], [-4.39134, 0.23265, 1.23560], [-2.92928, -0.58375, 1.71219], [-5.21832, -0.26108, -0.87594], [-4.45711, -1.20908, -1.88262], [-2.96487, -3.19143, -0.49030], [-2.50552, -1.93684, -1.39337], [-3.94343, -2.97521, 1.49366], [-5.32477, -2.82287, 0.59586], [-3.30801, -5.53730, -4.24306], [-4.47430, -6.03902, -4.80278], [-5.70686, -5.53501, -4.40958], [-5.77390, -4.52490, -3.46044], [-4.60840, -4.01994, -2.90047], [-3.37646, -4.52936, -3.29084], [-2.34724, -5.93140, -4.54857], [-4.42294, -6.82353, -5.54666], [-6.61591, -5.93016, -4.84429], [-6.73387, -4.12826, -3.15577], [-4.66350, -3.23252, -2.16255], [-2.46339, -4.14093, -2.85365], [-4.63932, 6.37574, -1.05633], [-3.75334, 5.40265, -0.61488], [-3.87938, 4.09438, -1.06132], [-4.88767, 3.75550, -1.95341], [-5.77373, 4.73046, -2.39244], [-5.65106, 6.03875, -1.94452], [-4.54263, 7.39565, -0.70652], [-2.96494, 5.66353, 0.07985], [-3.19319, 3.33639, -0.70840], [-4.98329, 2.73568, -2.29948], [-6.56247, 4.46924, -3.08657], [-6.34513, 6.79584, -2.28672], [8.02484, 1.68708, 2.36727], [8.67808, 1.79212, 3.58683], [7.97603, 2.17966, 4.72054], [6.61894, 2.45673, 4.63715], [5.96565, 2.34823, 3.41751], [6.66791, 1.96734, 2.28532], [8.57185, 1.38812, 1.48251], [9.73567, 1.57245, 3.65423], [8.48780, 2.26593, 5.67023], [6.07062, 2.75636, 5.52069], [4.90591, 2.56546, 3.35288], [6.15878, 1.89123, 1.33137], [0.39360, 1.99999, 5.18309], [1.13226, 2.26976, 6.32868], [0.49011, 2.57809, 7.52019], [-0.89666, 2.61174, 7.57004], [-1.63700, 2.34066, 6.42740], [-0.99378, 2.03760, 5.23449], [0.89946, 1.76364, 4.25522], [2.21442, 2.23827, 6.29187], [1.06930, 2.79156, 8.40983], [-1.39972, 2.84901, 8.49894], [-2.71880, 2.36612, 6.46625], [-1.57012, 1.83158, 4.34180]], "lowdin_charge": [-0.11, -0.25, -0.21, -0.19, -0.13, -0.09, -0.12, -0.12, -0.25, -0.07, 0.07, -0.08, -0.01, 0.06, -0.58, 0.16, 0.14, -0.31, 0.15, 0.06, -0.07, -0.65, 0.09, 0.11, 0.08, -0.38, 0.12, 0.07, 0.07, 0.06, 0.10, 0.10, 0.11, 0.10, 0.11, 0.11, 0.10, 0.11, 0.10, 0.13, 0.12, 0.12, 0.09, 0.13, 0.11, 0.10, 0.13, 0.13, 0.08, 0.06, 0.07, 0.07, 0.08, 0.07, -0.10, -0.10, -0.09, -0.08, -0.10, -0.10, 0.10, 0.10, 0.10, 0.10, 0.05, 0.09, -0.10, -0.09, -0.09, -0.09, -0.09, -0.10, 0.10, 0.10, 0.08, 0.09, 0.10, 0.10, -0.10, -0.09, -0.09, -0.09, -0.10, -0.10, 0.10, 0.10, 0.10, 0.10, 0.10, 0.09, -0.08, -0.10, -0.10, -0.10, -0.10, -0.08, 0.08, 0.09, 0.10, 0.10, 0.10, 0.09], "homo_lumo_gap_ev": 8.7, "lumo_ev": -0.3010, "homo_energy_ev": -8.97, "smiles": "CCCCCc1c(CCO)cc2c(c1B(O)O)C(=O)N(CC(N)(N)N)C2=O.c1ccccc1.c1ccccc1.c1ccccc1.c1ccccc1", "spin_multiplicity": 1, "e_tot_ha": -2213.098260, "max_force_ev_per_a": 1.3}

***

[2]
{"formula": "C30H49N6OPSc", "method": "ωB97M-V with the def2-TZVPD basis set", "species": ["Sc", "C", "C", "N", "C", "C", "C", "C", "C", "C", "C", "N", "C", "C", "N", "N", "H", "H", "H", "H", "H", "H", "H", "H", "H", "H", "H", "H", "H", "H", "H", "H", "H", "H", "N", "C", "N", "C", "C", "O", "C", "C", "H", "H", "H", "H", "H", "H", "H", "H", "C", "C", "C", "C", "P", "C", "C", "C", "C", "C", "C", "C", "C", "C", "C", "H", "H", "H", "H", "H", "H", "H", "H", "H", "H", "H", "H", "H", "H", "H", "H", "H", "H", "H", "H", "H", "H", "H"], "positions_angstrom": [[-0.44499, -0.54718, -0.93646], [-3.48748, -1.44286, -1.65068], [-2.78587, -2.77402, -1.60695], [-1.61144, -2.68198, -0.70898], [-0.59762, -3.73678, -0.95248], [0.11080, -3.40492, -2.22529], [0.47642, -4.34448, -3.15769], [1.06373, -3.91675, -4.34274], [1.23627, -2.55791, -4.56751], [0.85822, -1.67221, -3.58588], [1.03727, -0.19458, -3.72511], [-0.03294, 0.55754, -3.02528], [-1.28650, 0.74280, -3.80385], [-2.29070, -0.33384, -3.50467], [-2.53855, -0.36393, -2.03820], [0.32023, -2.08818, -2.42415], [-3.89292, -1.19676, -0.67180], [-4.31823, -1.48059, -2.35008], [-2.45337, -3.07315, -2.59700], [-3.47836, -3.53835, -1.26051], [-1.92895, -2.79025, 0.23917], [-1.02978, -4.72998, -1.00959], [0.10193, -3.73574, -0.12014], [0.29265, -5.39633, -2.96872], [1.35504, -4.63829, -5.10018], [1.66010, -2.19102, -5.49660], [1.09538, 0.08500, -4.77375], [1.98390, 0.08820, -3.26582], [0.34992, 1.47209, -2.88664], [-1.08343, 0.79275, -4.87307], [-1.70240, 1.70704, -3.51191], [-1.94134, -1.31312, -3.82230], [-3.21587, -0.12669, -4.03999], [-2.99571, 0.51004, -1.81003], [-1.01931, -0.81861, 1.18394], [-1.28460, -0.86170, 2.31767], [-1.60756, -0.88045, 3.57047], [-0.65107, -0.50847, 4.66324], [-0.83277, -1.49957, 5.78973], [-2.18808, -1.53486, 6.20478], [-3.04767, -2.01252, 5.18576], [-3.03117, -1.07407, 4.00527], [-0.90558, 0.49435, 4.99975], [0.36676, -0.51902, 4.28098], [-0.23371, -1.18240, 6.63791], [-0.50200, -2.49413, 5.47690], [-4.05301, -2.05242, 5.59075], [-2.75383, -3.01839, 4.87232], [-3.42511, -0.10150, 4.28427], [-3.60825, -1.47456, 3.17819], [3.00095, 2.99241, -1.82420], [1.83778, 3.16089, -0.83771], [2.22910, 4.13100, 0.28097], [0.65321, 3.78588, -1.59442], [1.35515, 1.47506, -0.09791], [0.24696, 1.93908, 1.26007], [-1.10561, 2.01959, 0.92004], [-2.07240, 2.39863, 1.83983], [-1.68504, 2.69859, 3.14167], [-0.34420, 2.61156, 3.50269], [0.61667, 2.23523, 2.56835], [2.83678, 0.52726, 0.49751], [2.30103, -0.60419, 1.37943], [3.88816, 1.32253, 1.27225], [3.48442, -0.12787, -0.74024], [3.16751, 3.95171, -2.32388], [2.78978, 2.25217, -2.60356], [3.93511, 2.72304, -1.33401], [2.60972, 5.04293, -0.19401], [3.01900, 3.74668, 0.92888], [1.37688, 4.41599, 0.89662], [0.91904, 4.81753, -1.84967], [-0.26360, 3.83498, -1.00357], [0.45330, 3.29331, -2.55023], [-1.41984, 1.82525, -0.10366], [-3.11545, 2.48161, 1.54715], [-2.42555, 3.01271, 3.86876], [-0.03854, 2.85872, 4.51490], [1.65483, 2.19321, 2.87256], [1.78349, -0.22865, 2.26420], [3.13451, -1.23266, 1.70462], [1.61683, -1.26435, 0.84112], [3.50004, 1.77007, 2.18715], [4.34355, 2.10781, 0.67091], [4.68964, 0.63475, 1.56210], [2.75271, -0.66579, -1.35329], [4.21982, -0.86542, -0.40037], [4.00579, 0.58149, -1.37815]], "nbo_charge": [1.89, -0.23, -0.25, -0.68, -0.26, 0.23, -0.23, -0.06, -0.23, 0.23, -0.27, -0.71, -0.24, -0.24, -0.71, -0.64, 0.22, 0.24, 0.22, 0.24, 0.41, 0.24, 0.24, 0.26, 0.27, 0.26, 0.24, 0.25, 0.42, 0.24, 0.23, 0.22, 0.24, 0.41, -0.73, 0.71, -0.44, -0.22, -0.09, -0.49, -0.09, -0.22, 0.23, 0.22, 0.24, 0.18, 0.24, 0.18, 0.23, 0.22, -0.62, -0.25, -0.64, -0.62, 0.81, -0.37, -0.21, -0.20, -0.20, -0.13, -0.22, -0.33, -0.58, -0.62, -0.60, 0.25, 0.19, 0.23, 0.25, 0.22, 0.23, 0.26, 0.22, 0.18, 0.17, 0.24, 0.25, 0.24, 0.23, 0.22, 0.25, 0.17, 0.22, 0.23, 0.24, 0.18, 0.25, 0.24], "homo_lumo_gap_ev": 7.8, "lumo_ev": -9.0907, "homo_energy_ev": -16.93, "charge": 3, "spin_multiplicity": 1, "e_tot_ha": -2677.642440, "max_force_ev_per_a": 1.1}

***

[3]
{"formula": "C4H7NO3", "method": "ωB97M-V with the def2-TZVPD basis set", "species": ["C", "O", "C", "C", "C", "O", "O", "N", "H", "H", "H", "H", "H", "H", "H"], "positions_angstrom": [[0.46100, -0.78314, 1.57206], [0.14822, -2.09044, 1.80616], [-0.32115, 0.02848, 0.48026], [0.61972, 0.41069, -0.69660], [0.11329, 1.49797, -1.72439], [-0.86793, 1.30152, -2.41781], [0.75726, 2.54995, -1.59825], [-1.51149, -0.76545, 0.07982], [1.60829, -0.70551, 1.26641], [0.33111, -0.31774, 2.58810], [-0.78733, 0.97774, 0.99355], [1.64491, 0.75860, -0.43351], [0.88571, -0.56983, -1.26606], [-1.69285, -0.62586, -0.90615], [-1.38874, -1.66698, 0.25641]], "nbo_charge": [-0.02, -1.00, -0.08, -0.53, 0.76, -0.80, -0.83, -0.87, 0.05, 0.08, 0.14, 0.20, 0.17, 0.35, 0.36], "homo_lumo_gap_ev": 6.2, "lumo_ev": 7.0675, "homo_energy_ev": 0.82, "charge": -2, "smiles": "N[C@@H](C[O-])CC(=O)[O-]", "spin_multiplicity": 1, "e_tot_ha": -437.010288, "max_force_ev_per_a": 5.5}